No. 1
# C17H23N3O3

An isolated molecule of C17H23N3O3 (wB97M-V/def2-TZVPD, the OMol25 dataset).

Cartesian coordinates (Å):
1 H -2.138 2.550 1.735
2 H -4.813 -2.537 1.538
3 C -2.449 2.180 -0.385
4 H -2.996 0.539 0.693
5 H -2.552 -1.161 -1.134
6 C 1.049 -0.038 1.202
7 O 1.173 3.333 0.290
8 H -5.494 -1.899 -0.801
9 H 2.718 1.203 0.626
10 C -0.393 0.446 1.307
11 H -4.127 -3.008 -0.738
12 C 5.669 0.846 -0.808
13 H 4.916 0.741 -2.809
14 H 6.457 1.540 -1.056
15 C 2.501 -1.875 0.175
16 N -3.171 1.074 -0.148
17 H -3.265 -1.732 1.287
18 O -2.485 2.818 -1.415
19 H -4.768 -0.801 1.271
20 H 3.124 -0.844 -2.247
21 O -1.353 -0.210 1.647
22 C -4.310 -1.745 0.987
23 N 1.734 1.170 0.833
24 C -4.443 -1.987 -0.512
25 C -1.562 2.595 0.807
26 C 4.803 0.397 -1.792
27 H 4.402 -0.844 1.826
28 H -1.192 3.608 0.631
29 H -5.037 0.538 -0.914
30 C 3.631 -0.945 -0.170
31 C 0.903 2.214 0.622
32 C 4.509 -0.494 0.809
33 N -0.398 1.744 0.919
34 H 0.959 -0.734 -0.829
35 H -3.754 -1.293 -2.416
36 H 6.199 0.735 1.263
37 C 5.523 0.395 0.492
38 H 2.465 -2.689 -0.552
39 C 1.144 -1.162 0.159
40 C -3.611 -1.029 -1.366
41 H 0.353 -1.883 0.377
42 C 3.793 -0.493 -1.474
43 H 2.666 -2.311 1.162
44 H 1.393 -0.411 2.175
45 H -3.799 1.014 -2.090
46 C -3.976 0.446 -1.174

HOMO-LUMO gap (eV): 10.1
Energy relative to the best compared isomer or geometry (same formula, charge and spin) (eV): 0.071
SMILES: CCCCNC(=O)CN1C(=O)N[C@H](CCc2ccccc2)C1=O
Maximum force (hartree/bohr): 0.0124
LUMO energy (eV): 0.6
Total charge: 0
2S+1: 1
HOMO (eV): -9.45
Electronic energy (eV): -28617.48087

No. 2
# C15H35AgFN5O5

A structure of composition C15H35AgFN5O5 in a non-equilibrium geometry (wB97M-V/def2-TZVPD, the OMol25 dataset).

Cartesian coordinates (Å):
1 C -2.406 -3.319 -3.201
2 Ag 0.050 -0.012 0.591
3 H 2.679 3.037 -0.923
4 H -0.583 -1.603 5.272
5 H -0.666 -3.297 1.793
6 N 0.595 2.476 4.161
7 H -3.144 -2.554 -2.976
8 H 1.074 -2.036 4.711
9 C 2.431 0.691 -1.816
10 H -4.164 1.602 -2.437
11 H -1.411 -4.807 4.524
12 H -2.634 0.108 -2.102
13 C -3.559 2.321 -3.012
14 H -2.338 -3.415 -4.285
15 H -1.516 0.016 -3.495
16 H 5.283 1.689 -3.068
17 C -1.675 -3.851 4.057
18 C 1.006 1.333 3.588
19 N 3.416 1.556 -2.169
20 H 0.642 4.442 3.384
21 H 0.007 -4.667 -3.107
22 H -2.245 -4.046 3.154
23 C 0.053 -3.581 -3.272
24 N -2.282 1.916 -3.131
25 F -2.165 0.045 0.541
26 H -1.981 -1.893 -1.153
27 H 3.922 1.603 -4.205
28 H -0.067 2.933 6.072
29 H 0.042 -3.447 -4.355
30 H -2.304 -3.321 4.776
31 C -1.008 -2.234 -1.536
32 O 0.960 -2.183 2.292
33 H 1.343 0.564 4.301
34 H 4.350 3.218 -1.310
35 H 0.946 -3.191 -2.797
36 N -1.105 -2.945 -2.682
37 C 0.085 -2.411 4.952
38 O -4.005 3.363 -3.453
39 C 0.028 3.542 3.368
40 H 2.523 -0.275 -2.332
41 C -1.840 0.623 -2.643
42 C 3.391 2.928 -1.743
43 H -1.133 2.065 -4.872
44 N -0.479 -3.081 3.810
45 C -0.014 -2.847 2.562
46 H -0.399 2.767 -3.417
47 H 0.179 -3.092 5.803
48 C 0.886 2.793 5.549
49 H -2.719 -4.282 -2.787
50 C -1.339 2.638 -3.959
51 H -1.055 0.756 -1.901
52 H -0.945 3.786 3.814
53 H 3.067 3.611 -2.531
54 H -1.765 3.598 -4.233
55 H 1.419 3.742 5.626
56 H 4.424 0.152 -3.341
57 O 1.562 0.932 -1.007
58 O 0.945 1.099 2.399
59 O 0.034 -1.979 -0.967
60 C 4.314 1.231 -3.252
61 H -0.166 3.197 2.360
62 H 1.456 1.994 6.012

HOMO-LUMO gap (eV): 8.2
Energy relative to the best compared isomer or geometry (same formula, charge and spin) (eV): 0.000
Maximum force (hartree/bohr): 0.0220
LUMO energy (eV): 0.6
Total charge: 0
2S+1: 1
HOMO (eV): -7.62
Electronic energy (eV): -40527.20542

No. 3
# C40H46BrN7O2PPbS3

A structure of composition C40H46BrN7O2PPbS3 in a non-equilibrium geometry (wB97M-V/def2-TZVPD, the OMol25 dataset).

Cartesian coordinates (Å):
1 C -4.578 -2.786 0.261
2 H -0.821 -0.065 3.778
3 H 1.626 4.827 -3.189
4 N -1.997 2.742 1.085
5 H -5.405 1.900 3.324
6 H 1.897 1.704 -5.619
7 N 2.193 0.278 -4.088
8 N -1.534 3.434 0.074
9 H -2.943 -3.439 -2.233
10 Pb 0.450 -0.705 -0.533
11 H -4.943 0.148 5.006
12 C 1.647 -5.703 -4.374
13 H 0.414 -5.072 0.155
14 P -1.884 -1.962 -3.829
15 H -3.573 -4.241 1.489
16 C 0.188 3.450 -4.029
17 C 0.280 -4.251 -0.561
18 C 0.453 -6.025 -2.315
19 C 1.542 -3.931 -2.748
20 S -0.182 4.679 -1.637
21 H 2.631 1.102 1.812
22 H 3.751 2.821 -4.670
23 H 2.370 -4.169 0.896
24 H 4.929 1.226 -1.505
25 C 0.888 -6.511 -3.537
26 H -4.552 3.164 -0.108
27 C -2.302 -2.603 0.909
28 C 0.778 -4.732 -1.910
29 C 3.967 -0.622 2.296
30 C -3.368 1.881 2.598
31 C -3.409 -1.027 -4.216
32 C -0.512 2.255 -3.882
33 C -2.092 1.334 2.766
34 H -3.017 -0.089 -1.019
35 C -3.248 2.787 1.514
36 C -1.305 2.419 -6.148
37 H 1.822 -2.937 -2.428
38 H 1.993 -6.086 -5.324
39 C -1.086 -2.359 -5.412
40 H -5.268 -1.169 -0.979
41 H -4.266 -1.474 -3.714
42 H -0.794 -4.056 -0.648
43 S 2.982 -0.550 -1.644
44 O -0.976 -1.211 -2.914
45 C 2.573 -2.069 1.310
46 C 2.851 0.046 1.779
47 H -1.751 -2.929 -6.060
48 Br -6.236 -3.695 0.262
49 H 4.447 -2.786 2.244
50 H 4.789 1.535 -5.309
51 H -3.856 4.608 0.615
52 C -4.434 -1.600 -0.444
53 H -1.528 -4.181 -3.018
54 H -3.592 -1.023 -5.290
55 C -1.812 0.358 3.704
56 O -1.234 1.854 1.860
57 S 0.919 2.260 -0.173
58 C -4.264 3.624 0.840
59 C -4.419 1.467 3.420
60 N 0.909 -3.046 -0.056
61 C 1.970 -4.415 -3.978
62 C 3.057 0.349 -3.070
63 H 0.640 -7.521 -3.836
64 C 1.955 -3.177 0.705
65 C 0.112 4.133 -5.240
66 C 5.124 1.601 -2.506
67 C 3.897 1.738 -4.715
68 H -1.763 0.799 -4.809
69 H -5.144 3.728 1.470
70 H 2.914 0.322 -6.067
71 C -3.188 -0.997 -0.448
72 N 4.047 1.193 -3.372
73 H -3.285 -0.003 -3.869
74 H -3.072 -4.079 -3.888
75 C -2.419 -3.572 -3.180
76 H 1.394 -0.334 -4.077
77 H -2.703 -0.832 5.225
78 H -0.191 -2.947 -5.204
79 H 1.552 3.247 -2.356
80 H -0.134 -6.659 -1.660
81 H 0.633 5.076 -5.352
82 N 2.010 -0.811 1.189
83 H -0.479 1.720 -2.941
84 C -2.869 -0.055 4.492
85 H -1.429 -2.955 1.447
86 H 5.185 2.691 -2.479
87 H 2.570 -3.785 -4.622
88 H -0.799 -1.434 -5.911
89 C -3.493 -3.309 0.947
90 H 6.076 1.201 -2.859
91 C 3.785 -1.968 2.011
92 C -1.242 1.737 -4.940
93 C 2.656 1.010 -5.260
94 N -2.145 -1.477 0.219
95 C 0.977 4.009 -2.881
96 H -1.893 2.021 -6.964
97 H 4.801 -0.172 2.806
98 C -4.151 0.494 4.357
99 C -0.341 3.333 -0.486
100 C -0.628 3.620 -6.296
101 H -0.691 4.160 -7.231

HOMO-LUMO gap (eV): 6.7
Energy relative to the best compared isomer or geometry (same formula, charge and spin) (eV): 1.012
Maximum force (hartree/bohr): 0.0206
LUMO energy (eV): -2.9
Total charge: +1
2S+1: 1
HOMO (eV): -9.63
Electronic energy (eV): -173833.06254